1.
Molecular formula: C35H47B2F6I2N5O11S
Method: DFT, the ωB97M-V functional and the def2-TZVPD basis

Properties
Gap between HOMO and LUMO, eV: 7.918
Charge: 0
SMILES: CCCCNN1c2cc(B(O)OCC)c(I)c(C(=O)C(F)(F)C(F)(F)C(F)(F)C(=O)O)c2Sc2cc(CC(=O)I)cc(B(O)OC)c21.CNC(C)=O.CNC(C)=O.CNC(C)=O
Spin multiplicity: 1

The geometry in XYZ format:
```
109
Properties=species:S:1:pos:R:3:forces:R:3:mulliken_charge:R:1
I 0.092 -6.179 5.043 0.074 -0.040 -0.143 -0.026
I 3.132 2.816 0.315 -0.073 -0.165 -0.049 -0.040
S -0.778 -1.249 1.376 0.041 -0.096 -0.167 -0.302
F -1.423 1.957 2.412 -0.169 -0.192 0.219 -0.340
F 0.536 4.651 1.750 0.094 0.036 -0.144 -0.267
F -1.302 3.622 4.527 -0.020 -0.238 0.258 -0.317
F -2.096 4.488 2.685 -0.127 -0.041 -0.240 -0.285
F -0.545 2.757 0.597 -0.026 0.070 -0.110 -0.271
F 1.164 3.502 3.479 0.122 -0.216 0.132 -0.334
O 4.946 0.582 -2.304 -0.311 -0.220 0.497 -0.655
O -5.364 9.999 4.032 0.038 -0.013 0.008 -0.647
O -0.664 -5.485 -3.017 -0.052 -0.526 0.232 -0.680
O 1.075 0.832 2.966 0.178 -0.197 1.064 -0.475
O -2.554 -5.031 4.579 -0.604 0.420 0.350 -0.425
O 0.224 5.785 4.999 -0.208 0.269 0.326 -0.449
O -6.406 -0.109 -1.945 -0.140 0.050 0.112 -0.680
O 3.243 1.858 -3.286 -0.291 -0.826 -0.028 -0.594
O 8.885 -2.842 -2.399 0.084 0.005 -0.049 -0.619
O -0.957 6.764 3.391 -0.216 0.965 -0.798 -0.442
O 1.400 -5.986 -1.988 -0.284 -0.468 0.058 -0.484
N -7.377 -1.936 -1.084 -0.003 0.032 0.137 -0.142
N 0.245 -2.561 -1.287 -0.161 0.536 0.198 0.654
N 9.215 -0.630 -2.439 0.183 0.057 -0.064 -0.043
N -4.175 9.948 5.932 0.130 -0.050 -0.045 -0.163
N -0.646 -2.389 -2.400 -0.049 -0.236 0.287 -0.264
C 0.503 -0.645 0.306 -0.277 -0.178 0.376 1.183
C -3.069 9.345 3.828 -0.109 0.046 -0.018 -0.950
C -0.877 -5.645 0.387 -0.025 0.062 0.009 -0.943
C -7.980 -2.759 -0.053 0.063 -0.057 -0.351 -0.858
C -3.852 -1.008 -3.598 0.580 0.510 -0.986 0.165
C -1.006 4.373 3.443 0.033 0.303 0.177 1.119
C 9.624 -1.907 -2.663 -0.172 -0.093 0.068 0.873
C -2.369 -0.862 -3.259 -0.352 -0.089 0.071 -1.078
C 1.142 0.561 0.643 -0.208 -0.268 -0.772 0.868
C 5.361 -1.707 -1.552 0.105 0.031 -0.331 -0.857
C -0.597 5.786 3.931 0.204 -0.764 0.566 -0.084
C -1.318 -3.837 1.884 0.152 -0.496 -0.328 -1.178
C 0.144 3.720 2.643 -0.224 0.205 -0.194 0.553
C -6.888 -0.672 -0.975 0.033 0.052 -0.078 0.829
C -6.967 -0.008 0.379 0.032 0.034 -0.029 -1.354
C 2.135 1.037 -0.205 -0.123 0.188 0.331 -0.045
C 5.436 -0.232 -1.234 0.726 -0.423 -0.168 -0.026
C -0.305 -3.407 -0.290 -0.165 -0.973 -0.197 -1.274
C -0.353 -4.785 -0.573 0.130 -0.033 0.257 -0.077
C -0.796 -2.966 0.927 0.124 0.600 0.200 1.513
C -1.929 -1.736 -2.087 0.053 0.137 -0.327 0.002
C -1.761 -5.688 4.017 0.111 -0.216 0.037 0.043
C 0.854 -1.351 -0.842 0.270 0.343 -0.194 -1.786
C -2.999 9.745 6.755 -0.342 0.102 0.070 -0.776
C 1.863 -0.831 -1.650 0.064 0.249 0.103 -0.183
C -0.278 2.426 1.873 0.067 0.040 -0.390 1.402
C -4.298 9.789 4.584 -0.086 0.032 -0.066 0.709
C 1.630 -6.968 -3.007 0.315 0.394 0.029 -0.754
C 11.004 -2.107 -3.241 -0.015 -0.049 0.006 -1.411
C -1.883 -6.211 2.616 0.659 -0.203 -0.126 -0.489
C -1.355 -5.200 1.620 -0.016 0.456 -0.216 0.558
C 2.521 0.359 -1.357 0.128 0.143 0.302 -0.328
C -4.151 -0.284 -4.922 -0.152 0.083 0.120 -1.394
C 0.726 1.248 1.912 0.382 0.063 -0.495 -1.652
C 9.930 0.610 -2.679 -0.325 -0.073 0.117 -0.920
B 0.166 -5.429 -1.929 -0.060 0.569 -0.023 1.114
B 3.638 0.936 -2.323 -0.059 0.559 -0.340 1.090
H -4.479 -0.572 -2.833 -0.159 -0.375 0.271 0.022
H 9.371 1.232 -3.380 0.098 0.045 -0.040 0.287
H -7.405 -3.678 0.075 -0.033 -0.006 0.110 0.284
H -3.260 -0.192 -5.538 0.144 -0.064 -0.108 0.398
H 6.494 0.007 -1.145 0.091 0.315 0.125 0.279
H -2.727 8.375 4.182 0.121 0.038 0.004 0.113
H -6.403 -0.576 1.121 -0.074 -0.008 0.052 0.361
H -0.160 5.246 5.704 0.314 -0.377 -0.078 0.365
H 2.138 -1.367 -2.548 -0.029 -0.216 -0.032 0.910
H -8.008 -2.232 0.894 0.011 0.026 0.007 0.325
H 1.944 -6.474 -3.921 0.030 -0.003 -0.181 0.281
H 5.654 -2.297 -0.688 -0.121 -0.089 0.142 0.355
H -4.059 -2.064 -3.763 -0.162 -0.182 0.387 0.370
H -1.544 -5.197 -2.759 -0.035 0.276 -0.262 0.352
H 4.378 -2.001 -1.905 -0.221 -0.091 0.215 0.170
H -4.523 0.722 -4.749 -0.040 0.155 0.035 0.337
H -1.265 -7.101 2.557 -0.012 -0.184 -0.148 0.492
H 10.914 0.414 -3.091 0.012 -0.027 -0.005 0.368
H -3.197 8.981 7.509 0.114 -0.024 0.006 0.271
H 0.743 -7.558 -3.209 -0.173 -0.029 0.000 0.319
H 4.995 0.012 -0.270 -0.412 0.155 -0.063 0.114
H -2.911 -6.491 2.405 -0.242 0.158 0.134 0.286
H 3.414 1.479 -4.156 0.258 0.500 -0.156 0.292
H -6.539 0.986 0.299 0.016 -0.003 -0.064 0.300
H -2.677 -2.516 -1.942 -0.043 -0.097 0.159 0.196
H -8.999 -3.026 -0.337 -0.031 -0.009 0.110 0.293
H 10.043 1.162 -1.745 0.104 0.044 -0.037 0.295
H -4.897 -0.807 -5.513 -0.152 -0.029 -0.010 0.342
H -1.674 -3.449 2.825 -0.009 0.145 0.102 0.550
H 11.175 -3.173 -3.358 -0.058 -0.020 0.024 0.300
H -1.817 -1.129 -4.160 0.210 -0.208 -0.052 0.435
H -2.155 9.429 6.150 0.000 -0.003 -0.024 0.296
H -7.294 -2.319 -2.012 -0.011 -0.008 -0.007 0.227
H -2.138 0.185 -3.070 0.081 0.142 0.076 0.275
H -0.908 -6.708 0.185 0.068 -0.102 -0.033 0.388
H -2.265 10.074 3.941 0.075 -0.087 0.032 0.348
H -5.027 10.244 6.380 -0.005 0.005 0.011 0.219
H 6.067 -1.950 -2.342 0.088 -0.042 -0.135 0.285
H -8.003 0.080 0.706 0.018 -0.046 0.077 0.374
H -1.882 -1.151 -1.170 0.091 0.077 0.116 0.089
H 11.764 -1.699 -2.574 0.031 0.057 -0.067 0.375
H 11.087 -1.628 -4.217 0.070 0.054 0.030 0.362
H -0.142 -1.872 -3.105 0.094 -0.002 -0.038 0.417
H -3.319 9.261 2.775 -0.071 0.015 0.005 0.321
H -2.735 10.673 7.267 0.114 -0.034 0.007 0.277
H 8.285 -0.572 -2.056 -0.020 0.017 -0.011 0.117
H 2.425 -7.616 -2.659 0.128 -0.059 0.068 0.253
```
Forces are in eV/Å.



2.
Molecular formula: C6H8
Method: DFT, the ωB97M-V functional and the def2-TZVPD basis

Properties
Gap between HOMO and LUMO (spin up / spin down), eV: 8.160 / 8.153
Charge: 0
Relative energy (zero: lowest compared OMol25 entry of this formula, charge and spin), kcal/mol: 117.0
Spin multiplicity: 1

The geometry in XYZ format:
```
14
Properties=species:S:1:pos:R:3:forces:R:3:nbo_charge:R:1
C -1.085 -0.407 0.618 -0.046 -0.075 0.134 -0.400
C 1.078 0.699 0.035 0.442 -0.105 -0.090 -0.443
C -0.376 0.919 0.350 -0.091 0.095 0.127 -0.232
C -0.501 -0.979 -0.711 -0.017 -0.143 -0.088 -0.406
C 0.068 0.415 -1.028 -0.002 0.026 -0.263 -0.200
C 2.031 -0.321 0.521 -0.439 0.358 0.524 0.038
H 1.696 1.597 -0.119 -0.259 -0.038 -0.088 0.278
H 0.279 -1.744 -0.608 -0.205 0.086 -0.044 0.208
H 0.015 0.926 -1.984 0.082 -0.090 0.168 0.223
H -1.261 -1.358 -1.398 0.090 0.148 0.101 0.216
H -2.171 -0.295 0.541 0.192 -0.018 0.029 0.213
H -0.762 1.901 0.609 0.078 -0.148 -0.058 0.219
H -0.857 -0.928 1.555 0.007 0.061 -0.141 0.198
H 1.848 -0.426 1.620 0.167 -0.157 -0.311 0.087
```
Forces are in eV/Å.